# C17H19N5O3S

One molecule with the formula C17H19N5O3S in a non-equilibrium geometry (ωB97M-V/def2-TZVPD, the OMol25 dataset).

## Properties
ΔE to the lowest compared entry with this formula, charge and spin   53.9 kcal per mole
Highest occupied orbital energy   -0.2977 Ha
HOMO-LUMO gap   8.75 eV
SMILES   CSc1ccccc1OCc1cc(C(=O)N[C@@H](C)Cn2cncn2)no1
Charge   0

Last column: Mulliken charge in e.
Geometry (Å):
C  2.355  5.061  1.499  -1.050
H  1.696  5.527  0.772  0.359
H  2.215  5.525  2.471  0.329
H  3.385  5.142  1.166  0.331
S  1.854  3.315  1.561  0.092
C  2.971  2.624  2.736  0.726
C  3.951  3.315  3.424  -0.167
C  4.767  2.646  4.325  -0.841
C  4.605  1.292  4.539  -0.675
C  3.623  0.587  3.854  -0.679
C  2.806  1.246  2.955  0.353
O  1.803  0.682  2.219  -0.297
C  1.564  -0.694  2.335  -0.413
C  0.444  -1.027  1.411  0.168
C  -0.289  -0.253  0.557  -0.004
C  -1.191  -1.176  -0.027  0.091
N  -0.992  -2.382  0.455  -0.507
O  0.017  -2.299  1.345  -0.231
C  -2.232  -0.900  -1.050  0.005
O  -2.461  0.221  -1.462  -0.688
N  -2.857  -2.022  -1.463  -0.048
H  -2.566  -2.883  -1.027  0.313
C  -3.896  -2.058  -2.479  0.069
C  -5.178  -1.402  -1.970  -1.540
H  -5.951  -1.446  -2.732  0.410
H  -4.983  -0.363  -1.721  0.363
H  -5.532  -1.916  -1.080  0.381
H  -4.074  -3.112  -2.711  0.537
C  -3.407  -1.356  -3.762  -1.081
N  -2.147  -1.896  -4.179  0.845
C  -0.912  -1.388  -4.027  0.107
N  -0.016  -2.239  -4.469  -0.667
C  -0.759  -3.282  -4.887  -0.196
N  -2.050  -3.115  -4.724  -1.009
H  -0.337  -4.167  -5.315  0.436
H  -0.713  -0.423  -3.609  0.484
H  -3.278  -0.290  -3.567  0.423
H  -4.140  -1.510  -4.556  0.409
H  -0.203  0.795  0.373  0.644
H  1.282  -0.966  3.365  0.386
H  2.454  -1.280  2.057  0.402
H  3.510  -0.471  4.033  0.373
H  5.240  0.772  5.239  0.363
H  5.529  3.194  4.857  0.357
H  4.091  4.372  3.269  0.335



# C3H9NO3

A 2-piece molecular cluster, C3H9NO3 overall in a non-equilibrium geometry (ωB97M-V/def2-TZVPD, the OMol25 dataset).

## Properties
ΔE to the lowest compared entry with this formula, charge and spin   51.6 kcal per mole
Highest occupied orbital energy   -0.3571 Ha
HOMO-LUMO gap   10.24 eV
SMILES   C[C@@H](N)C(=O)O.O
Charge   0

Last column: Mulliken charge in e.
Geometry (Å):
O  -2.189  0.931  -1.349  -0.498
C  -1.073  0.943  -0.870  0.219
O  -0.169  1.983  -1.134  -0.410
C  -0.556  0.115  0.239  0.639
C  -1.668  -0.898  0.585  -1.277
N  0.684  -0.682  0.122  -0.689
H  -0.035  1.747  -2.033  0.333
H  -0.521  0.882  1.137  0.204
H  -2.213  -0.500  1.465  0.326
H  -2.519  -1.177  -0.029  0.311
H  -1.312  -1.832  1.033  0.345
H  0.728  -1.170  0.991  0.271
H  0.690  -1.420  -0.584  0.230
H  4.714  -1.744  1.402  0.310
H  3.574  -0.760  1.668  0.328
O  3.845  -1.690  1.780  -0.641



# C20H38BFN8O2P

A 5-piece molecular cluster, C20H38BFN8O2P overall (ωB97M-V/def2-TZVPD, the OMol25 dataset).

## Properties
Highest occupied orbital energy   -0.1528 Ha
HOMO-LUMO gap   6.55 eV
Charge   -1

Last column: Mulliken charge in e.
Geometry (Å):
C  1.812  0.536  -0.577  -0.883
C  2.676  -0.707  -0.755  -1.014
P  1.771  -2.204  -1.549  0.789
N  0.942  -3.525  -2.482  -0.921
F  2.832  -1.979  -2.981  -0.678
C  3.072  -3.487  -0.925  -2.174
C  2.727  -4.696  -0.026  0.823
N  3.805  -5.699  -0.253  -0.746
N  1.502  -5.427  -0.298  -0.742
N  2.629  -4.271  1.370  -0.486
B  0.502  -2.240  -0.006  1.159
O  -0.841  -2.639  -0.141  -0.763
O  0.816  -1.785  1.252  -0.498
H  0.888  0.523  -1.173  0.314
H  2.349  1.454  -0.832  0.374
H  1.533  0.632  0.474  0.035
H  3.533  -0.475  -1.389  0.664
H  3.056  -0.994  0.227  0.094
H  0.830  -1.242  -2.206  -0.072
H  0.287  -3.075  -3.114  0.294
H  1.643  -3.954  -3.077  0.262
H  3.872  -2.934  -0.421  0.494
H  3.541  -3.893  -1.818  0.645
H  3.459  -6.576  0.125  0.308
H  4.629  -5.431  0.274  0.293
H  0.716  -4.896  0.052  0.262
H  1.379  -5.523  -1.297  0.343
H  2.738  -5.089  1.961  0.258
H  3.385  -3.634  1.588  0.162
H  -1.223  -2.285  -0.951  0.141
H  0.003  -1.652  1.758  0.271
N  -0.488  2.680  1.362  0.114
C  -1.005  1.460  1.695  -0.261
C  -1.387  1.510  3.010  -1.038
C  -1.081  2.815  3.488  -0.459
C  -0.526  3.510  2.445  -0.714
H  -0.120  2.910  0.456  0.253
H  -1.044  0.664  0.970  0.704
H  -1.830  0.701  3.567  0.465
H  -1.244  3.196  4.482  0.425
H  -0.158  4.520  2.385  0.478
N  -3.648  0.364  -0.723  0.289
C  -3.558  -0.483  -1.793  -0.644
C  -4.804  -1.006  -2.017  -0.624
C  -5.679  -0.448  -1.044  -0.514
C  -4.934  0.392  -0.261  -0.656
H  -2.883  0.880  -0.325  0.259
H  -2.621  -0.643  -2.302  0.596
H  -5.058  -1.711  -2.790  0.416
H  -6.733  -0.642  -0.932  0.413
H  -5.205  1.005  0.581  0.510
N  6.085  1.532  1.296  0.011
C  5.531  2.777  1.424  -0.603
C  4.320  2.631  2.049  -0.433
C  4.138  1.244  2.306  -0.200
C  5.244  0.594  1.830  -0.622
H  6.966  1.333  0.861  0.190
H  6.037  3.653  1.057  0.390
H  3.633  3.426  2.286  0.421
H  3.286  0.777  2.770  0.459
H  5.496  -0.453  1.816  0.393
N  -5.302  4.579  -2.293  0.022
C  -5.156  3.797  -1.181  -0.364
C  -5.849  4.390  -0.160  -0.327
C  -6.436  5.578  -0.679  -0.542
C  -6.080  5.665  -1.998  -0.496
H  -4.898  4.381  -3.189  0.192
H  -4.581  2.888  -1.214  0.344
H  -5.926  4.016  0.847  0.388
H  -7.048  6.285  -0.144  0.387
H  -6.315  6.403  -2.747  0.372



# C31H47BrN2P2Pt

C31H47BrN2P2Pt as an isolated structure in a non-equilibrium geometry (ωB97M-V/def2-TZVPD, the OMol25 dataset).

## Properties
ΔE to the lowest compared entry with this formula, charge and spin   0.0 kcal per mole
Highest occupied orbital energy (spin up / spin down)   -0.4711 / -0.4787 Ha
2S+1   3
HOMO-LUMO gap (spin up / spin down)   6.38 / 4.81 eV
Charge   +2

Last column: Mulliken charge in e.
Geometry (Å):
N  -1.377  -6.906  7.007  -0.545
C  -1.311  -5.654  7.462  -0.326
C  -1.065  -4.569  6.618  -0.523
C  -0.858  -4.789  5.224  0.546
C  -0.842  -6.134  4.787  -0.394
C  -1.157  -7.152  5.719  -0.342
C  -0.774  -3.648  4.317  -0.096
Pt  0.430  1.053  0.006  1.527
P  -2.543  1.945  -3.588  0.135
C  -0.802  -3.622  2.953  -0.506
C  -0.995  -2.366  2.279  1.410
C  -1.635  -2.239  1.020  -0.945
C  -1.635  -1.006  0.364  0.018
C  -0.926  0.035  0.998  0.179
C  -0.748  0.050  2.395  -1.401
C  -0.598  -1.194  2.974  -0.887
Br  1.317  2.778  -1.512  -0.728
H  -0.815  -2.711  4.866  0.185
H  -0.772  -4.560  2.382  0.395
H  -1.081  -3.566  7.037  0.347
H  -0.637  -6.399  3.748  0.314
H  -1.468  -5.512  8.531  0.366
H  -1.228  -8.197  5.399  0.365
H  -2.150  -3.086  0.563  0.504
H  -0.145  -1.248  3.962  0.358
H  -2.098  -0.855  -0.607  0.434
H  -0.630  0.958  2.979  0.701
P  1.740  -0.384  -1.146  -0.099
C  -2.949  2.142  -1.841  0.729
C  -4.411  2.616  -1.708  -1.366
H  -2.237  2.865  -1.414  0.132
H  -2.777  1.165  -1.366  -0.388
H  -4.633  2.879  -0.673  0.403
H  -4.615  3.493  -2.333  0.399
H  -5.129  1.846  -2.016  0.362
C  -2.507  0.179  -4.005  0.353
C  -2.841  -0.029  -5.494  -1.322
H  -3.261  -0.305  -3.360  0.463
H  -1.515  -0.213  -3.741  -0.288
H  -2.963  -1.096  -5.704  0.407
H  -3.771  0.478  -5.777  0.393
H  -2.053  0.353  -6.153  0.331
C  -0.948  2.649  -4.094  1.187
C  -1.096  4.158  -4.384  -1.348
H  -0.588  2.094  -4.985  0.457
H  -0.213  2.494  -3.270  -1.062
H  -0.116  4.648  -4.395  0.384
H  -1.574  4.320  -5.358  0.403
H  -1.705  4.647  -3.613  0.334
C  3.280  0.217  -1.968  -0.266
C  4.463  -0.753  -2.112  -1.244
H  3.592  1.105  -1.398  0.333
H  2.986  0.584  -2.963  0.519
H  4.997  -0.889  -1.163  0.302
H  4.160  -1.739  -2.488  0.302
H  5.187  -0.338  -2.828  0.392
C  0.686  -1.084  -2.461  0.698
C  0.601  -2.606  -2.564  -1.512
H  1.020  -0.625  -3.406  0.728
H  -0.320  -0.677  -2.268  -1.121
H  1.583  -3.076  -2.700  0.343
H  0.127  -3.042  -1.674  0.246
H  -0.023  -2.877  -3.430  0.412
C  2.302  -1.692  0.001  -0.438
C  2.979  -1.129  1.255  -1.001
H  2.982  -2.360  -0.548  0.751
H  1.412  -2.285  0.270  0.076
H  2.660  -1.695  2.145  0.330
H  4.081  -1.192  1.197  0.340
H  2.711  -0.074  1.433  -0.022
N  0.402  2.696  1.502  -0.538
C  1.292  3.840  1.319  0.146
C  0.726  5.074  1.006  -0.385
C  1.577  6.158  0.763  -0.700
C  2.963  5.983  0.784  -0.514
C  3.510  4.741  1.120  -0.640
C  2.671  3.645  1.386  -0.076
H  -0.561  3.023  1.542  0.341
H  0.587  2.304  2.424  0.416
H  -0.360  5.158  0.915  0.312
H  1.140  7.127  0.549  0.402
H  3.624  6.817  0.537  0.412
H  4.599  4.611  1.179  0.384
H  3.068  2.645  1.593  0.315